Entry 1:
Entry from OMol25: the molecule C10H16N2S (the ωB97M-V functional and the def2-TZVPD basis).

For the gap between HOMO and LUMO, the calculation gives 9.12 eV. Its energy above the lowest of the compared OMol25 structures with the same formula, charge and spin is 105.28 kcal/mol. Its HOMO energy is -8.45 eV. The electronic energy is -898.18494 a.u. As for the SMILES: CNC[C@H]1CCc2sc(C)nc2C1.

CARTESIAN COORDINATES (ANGSTROEM)
C -1.023 2.947 3.674
N -0.100 1.891 3.733
C 0.511 1.623 2.372
C 0.192 0.628 1.385
C -1.269 0.592 1.116
C -1.512 -0.731 0.365
C -0.524 -0.819 -0.788
S -0.726 -1.752 -2.085
C 0.903 -1.334 -2.656
C 1.611 -2.409 -3.687
N 1.531 -0.489 -1.857
C 0.666 -0.135 -0.800
C 1.017 1.093 0.147
H -1.781 2.919 4.533
H -0.578 3.887 3.618
H -1.677 2.703 2.813
H -0.616 0.991 4.161
H 0.490 2.567 1.960
H 1.476 1.474 2.740
H 0.374 -0.539 1.576
H -1.491 1.567 0.476
H -2.025 0.724 1.919
H -2.630 -0.692 0.148
H -1.381 -1.465 1.034
H 2.621 -1.845 -3.928
H 0.925 -2.606 -4.566
H 1.969 -3.528 -3.201
H 0.382 2.096 -0.235
H 2.106 1.230 0.413

List of Löwdin charges in e, atom by atom: atom 1 (C): -0.197, atom 2 (N): -0.138, atom 3 (C): -0.245, atom 4 (C): -0.399, atom 5 (C): -0.197, atom 6 (C): -0.185, atom 7 (C): -0.594, atom 8 (S): 1.084, atom 9 (C): -0.569, atom 10 (C): -0.109, atom 11 (N): 0.066, atom 12 (C): -0.292, atom 13 (C): -0.046, atom 14 (H): 0.105, atom 15 (H): 0.055, atom 16 (H): 0.065, atom 17 (H): 0.161, atom 18 (H): 0.091, atom 19 (H): 0.101, atom 20 (H): 0.192, atom 21 (H): 0.158, atom 22 (H): 0.115, atom 23 (H): 0.138, atom 24 (H): 0.064, atom 25 (H): 0.083, atom 26 (H): 0.051, atom 27 (H): 0.127, atom 28 (H): 0.179, atom 29 (H): 0.133

Entry 2:
Entry from OMol25: a cluster of 3 separate species, C17H40IO7P2S in total (the ωB97M-V functional and the def2-TZVPD basis).

For the gap between HOMO and LUMO, the calculation gives 6.66 eV. Its charge is +1. Its HOMO energy is -10.60 eV. The electronic energy is -2576.59253 a.u.

CARTESIAN COORDINATES (ANGSTROEM)
O 4.071 -2.243 2.475
C 3.924 -2.863 1.431
C 2.629 -3.643 1.167
P 1.294 -2.432 1.078
C -0.311 -3.121 0.652
C -1.441 -2.623 1.567
C -1.594 -1.113 1.642
I -2.842 -0.631 3.335
P 1.872 -0.858 -0.398
S 0.317 -0.137 -1.272
H 4.690 -2.851 0.646
H 2.719 -4.198 0.241
H 2.484 -4.342 1.980
H 1.212 -1.808 2.325
H -0.515 -2.821 -0.373
H -0.259 -4.202 0.653
H -2.372 -3.030 1.201
H -1.283 -3.013 2.564
H -0.677 -0.574 1.821
H -2.115 -0.706 0.795
H 2.774 -1.554 -1.224
H 2.608 0.043 0.387
C -8.923 5.760 1.679
O -8.146 5.177 2.700
C -8.895 4.995 3.888
C -8.122 4.155 4.877
O -8.207 2.759 4.627
C -7.386 2.257 3.589
C -5.942 2.068 3.994
O -5.239 3.295 3.918
C -3.986 3.228 4.555
H -9.314 6.736 1.987
H -8.280 5.897 0.812
H -9.760 5.110 1.400
H -9.848 4.501 3.661
H -9.103 5.977 4.335
H -8.577 4.294 5.859
H -7.083 4.483 4.935
H -7.457 2.875 2.691
H -7.795 1.272 3.355
H -5.466 1.348 3.310
H -5.900 1.673 5.017
H -4.101 3.037 5.629
H -3.495 4.190 4.421
H -3.359 2.443 4.115
C 9.389 -0.675 -3.738
O 8.252 -1.337 -4.248
C 7.955 -2.512 -3.522
C 6.613 -3.061 -3.943
O 5.508 -2.403 -3.329
C 5.158 -1.140 -3.881
C 4.383 -1.229 -5.177
O 5.267 -1.419 -6.258
C 4.586 -1.759 -7.446
H 10.271 -1.323 -3.769
H 9.570 0.196 -4.362
H 9.222 -0.344 -2.706
H 7.940 -2.296 -2.445
H 8.730 -3.266 -3.719
H 6.552 -4.097 -3.606
H 6.515 -3.052 -5.030
H 6.034 -0.499 -3.995
H 4.506 -0.681 -3.131
H 3.823 -0.295 -5.328
H 3.671 -2.063 -5.118
H 4.062 -2.716 -7.338
H 5.328 -1.852 -8.235
H 3.866 -0.982 -7.726

List of Löwdin charges in e, atom by atom: atom 1 (O): 0.058, atom 2 (C): -0.294, atom 3 (C): -0.281, atom 4 (P): 0.898, atom 5 (C): -0.337, atom 6 (C): -0.369, atom 7 (C): -0.684, atom 8 (I): 0.885, atom 9 (P): 0.225, atom 10 (S): 0.218, atom 11 (H): 0.133, atom 12 (H): 0.102, atom 13 (H): 0.111, atom 14 (H): 0.066, atom 15 (H): 0.072, atom 16 (H): 0.103, atom 17 (H): 0.115, atom 18 (H): 0.081, atom 19 (H): -0.002, atom 20 (H): 0.032, atom 21 (H): -0.034, atom 22 (H): -0.017, atom 23 (C): -0.113, atom 24 (O): -0.198, atom 25 (C): -0.209, atom 26 (C): -0.180, atom 27 (O): -0.125, atom 28 (C): -0.185, atom 29 (C): -0.219, atom 30 (O): -0.193, atom 31 (C): -0.118, atom 32 (H): 0.089, atom 33 (H): 0.087, atom 34 (H): 0.089, atom 35 (H): 0.131, atom 36 (H): 0.129, atom 37 (H): 0.128, atom 38 (H): 0.124, atom 39 (H): 0.125, atom 40 (H): 0.128, atom 41 (H): 0.084, atom 42 (H): 0.132, atom 43 (H): 0.092, atom 44 (H): 0.090, atom 45 (H): 0.032, atom 46 (C): -0.104, atom 47 (O): -0.195, atom 48 (C): -0.214, atom 49 (C): -0.178, atom 50 (O): -0.153, atom 51 (C): -0.189, atom 52 (C): -0.218, atom 53 (O): -0.192, atom 54 (C): -0.101, atom 55 (H): 0.091, atom 56 (H): 0.091, atom 57 (H): 0.088, atom 58 (H): 0.127, atom 59 (H): 0.131, atom 60 (H): 0.126, atom 61 (H): 0.126, atom 62 (H): 0.127, atom 63 (H): 0.106, atom 64 (H): 0.130, atom 65 (H): 0.129, atom 66 (H): 0.090, atom 67 (H): 0.091, atom 68 (H): 0.090

Entry 3:
Entry from OMol25: a structure of composition C27H28BN10Ru (the ωB97M-V functional and the def2-TZVPD basis).

For the gap between HOMO and LUMO (alpha / beta), the calculation gives 9.07 / 6.94 eV. Its charge is +2. Its energy above the lowest of the compared OMol25 structures with the same formula, charge and spin is 0.00 kcal/mol. Its HOMO energy (alpha / beta) is -14.55 / -14.46 eV. The electronic energy is -1712.64319 a.u. Its spin multiplicity is 2.

CARTESIAN COORDINATES (ANGSTROEM)
Ru -0.194 0.498 -0.264
C 2.247 -0.423 1.859
N 1.425 0.724 1.292
C 0.710 1.443 2.402
C -0.713 1.035 2.586
C -1.333 1.003 3.822
C -2.694 0.750 3.879
C -3.387 0.520 2.699
C -2.695 0.536 1.507
N -1.381 0.802 1.448
C 2.414 1.713 0.792
C 1.781 2.749 -0.081
C 2.446 3.928 -0.373
C 1.882 4.815 -1.272
C 0.669 4.487 -1.858
C 0.062 3.299 -1.518
N 0.595 2.441 -0.627
C 1.810 -1.842 1.625
C 1.552 -2.709 2.672
C 1.376 -4.058 2.384
C 1.443 -4.474 1.068
C 1.682 -3.521 0.082
N 1.880 -2.236 0.351
H 2.389 -0.240 2.925
H 3.229 -0.359 1.395
H 0.689 2.505 2.143
H 1.273 1.356 3.332
H -0.758 1.186 4.719
H -3.207 0.727 4.832
H -4.447 0.311 2.699
H -3.185 0.310 0.571
H 3.180 1.188 0.223
H 2.927 2.186 1.635
H 3.398 4.136 0.096
H 2.384 5.741 -1.518
H 0.196 5.139 -2.578
H -0.871 3.007 -1.970
H 1.528 -2.354 3.695
H 1.199 -4.770 3.179
H 1.330 -5.516 0.804
H 1.752 -3.805 -0.962
C 2.499 -0.606 -3.383
C 2.200 0.148 -2.261
N 0.929 -0.050 -1.894
N 0.397 -0.923 -2.778
C 1.322 -1.274 -3.675
B -1.068 -1.363 -2.645
N -1.254 -2.048 -1.268
C -1.813 -3.226 -0.974
C -1.895 -3.349 0.402
C -1.351 -2.172 0.892
N -0.957 -1.391 -0.120
N -1.935 -0.079 -2.602
C -3.062 0.242 -3.251
C -3.631 1.341 -2.632
C -2.781 1.623 -1.567
N -1.760 0.759 -1.564
H 3.432 -0.654 -3.915
H 2.839 0.821 -1.718
H 1.079 -1.961 -4.469
H -1.396 -2.082 -3.535
H -2.122 -3.895 -1.761
H -2.292 -4.176 0.964
H -1.212 -1.857 1.912
H -3.379 -0.325 -4.111
H -4.529 1.862 -2.912
H -2.843 2.409 -0.830

List of Löwdin charges in e, atom by atom: atom 1 (Ru): 1.408, atom 2 (C): -0.080, atom 3 (N): -0.182, atom 4 (C): -0.103, atom 5 (C): -0.243, atom 6 (C): 0.020, atom 7 (C): -0.001, atom 8 (C): -0.009, atom 9 (C): -0.109, atom 10 (N): -0.030, atom 11 (C): -0.141, atom 12 (C): -0.269, atom 13 (C): 0.019, atom 14 (C): -0.001, atom 15 (C): -0.009, atom 16 (C): -0.077, atom 17 (N): -0.010, atom 18 (C): -0.306, atom 19 (C): -0.021, atom 20 (C): -0.040, atom 21 (C): -0.039, atom 22 (C): -0.122, atom 23 (N): 0.109, atom 24 (H): 0.127, atom 25 (H): 0.127, atom 26 (H): 0.140, atom 27 (H): 0.137, atom 28 (H): 0.132, atom 29 (H): 0.131, atom 30 (H): 0.127, atom 31 (H): 0.111, atom 32 (H): 0.118, atom 33 (H): 0.151, atom 34 (H): 0.136, atom 35 (H): 0.131, atom 36 (H): 0.127, atom 37 (H): 0.094, atom 38 (H): 0.119, atom 39 (H): 0.121, atom 40 (H): 0.117, atom 41 (H): 0.116, atom 42 (C): -0.009, atom 43 (C): -0.104, atom 44 (N): -0.082, atom 45 (N): -0.010, atom 46 (C): -0.025, atom 47 (B): -0.479, atom 48 (N): 0.002, atom 49 (C): -0.028, atom 50 (C): -0.013, atom 51 (C): -0.130, atom 52 (N): -0.094, atom 53 (N): 0.001, atom 54 (C): -0.022, atom 55 (C): -0.012, atom 56 (C): -0.152, atom 57 (N): -0.108, atom 58 (H): 0.115, atom 59 (H): 0.101, atom 60 (H): 0.141, atom 61 (H): 0.131, atom 62 (H): 0.140, atom 63 (H): 0.116, atom 64 (H): 0.116, atom 65 (H): 0.141, atom 66 (H): 0.115, atom 67 (H): 0.123

Entry 4:
Entry from OMol25: a structure of composition C16H12F5IrN6S2 (the ωB97M-V functional and the def2-TZVPD basis).

For the gap between HOMO and LUMO (alpha / beta), the calculation gives 6.70 / 6.70 eV. Its charge is +2. Its energy above the lowest of the compared OMol25 structures with the same formula, charge and spin is 6.43 kcal/mol. Its HOMO energy (alpha / beta) is -14.38 / -14.38 eV. The electronic energy is -2344.91773 a.u.

CARTESIAN COORDINATES (ANGSTROEM)
Ir 0.073 0.071 0.027
F 5.987 3.049 0.392
C 4.696 2.871 0.222
C 4.162 1.589 0.266
F 4.921 0.527 0.478
C 2.804 1.459 0.080
F 2.278 0.163 0.113
C 1.933 2.502 -0.134
S 0.185 2.272 -0.345
C 2.495 3.773 -0.171
F 1.716 4.824 -0.372
C 3.860 3.961 0.001
F 4.367 5.174 -0.036
C -1.344 -5.041 0.216
C -2.087 -3.770 0.083
N -3.369 -3.619 0.039
N -3.584 -2.279 -0.083
C -2.462 -1.580 -0.115
S -2.190 0.109 -0.246
N -1.490 -2.513 -0.010
N -0.129 -2.166 -0.050
H -2.060 -5.858 0.234
H -0.769 -5.064 1.144
H -0.667 -5.192 -0.626
H -4.531 -1.932 -0.148
H 0.263 -2.499 -0.932
H 0.349 -2.643 0.717
N -0.514 0.188 4.084
C -0.690 0.571 2.820
N 0.115 -0.105 2.007
C 0.874 -0.973 2.798
C 1.914 -1.852 2.489
C 2.470 -2.559 3.537
C 2.029 -2.392 4.859
C 1.030 -1.498 5.178
C 0.466 -0.793 4.120
H -0.997 0.584 4.877
H -1.389 1.327 2.506
H 2.333 -1.936 1.493
H 3.286 -3.241 3.339
H 2.502 -2.963 5.647
H 0.708 -1.345 6.199

List of Löwdin charges in e, atom by atom: atom 1 (Ir): 0.875, atom 2 (F): 0.185, atom 3 (C): -0.116, atom 4 (C): -0.137, atom 5 (F): 0.158, atom 6 (C): -0.184, atom 7 (F): -0.083, atom 8 (C): -0.470, atom 9 (S): 0.693, atom 10 (C): -0.224, atom 11 (F): 0.132, atom 12 (C): -0.119, atom 13 (F): 0.182, atom 14 (C): 0.027, atom 15 (C): -0.282, atom 16 (N): 0.178, atom 17 (N): 0.085, atom 18 (C): -0.639, atom 19 (S): 0.707, atom 20 (N): -0.063, atom 21 (N): 0.029, atom 22 (H): 0.108, atom 23 (H): 0.099, atom 24 (H): 0.101, atom 25 (H): 0.189, atom 26 (H): 0.148, atom 27 (H): 0.105, atom 28 (N): 0.173, atom 29 (C): -0.111, atom 30 (N): -0.099, atom 31 (C): -0.213, atom 32 (C): -0.040, atom 33 (C): -0.041, atom 34 (C): -0.035, atom 35 (C): 0.029, atom 36 (C): -0.163, atom 37 (H): 0.190, atom 38 (H): 0.139, atom 39 (H): 0.105, atom 40 (H): 0.123, atom 41 (H): 0.125, atom 42 (H): 0.132

Entry 5:
Entry from OMol25: the molecule C7H10 (the ωB97M-V functional and the def2-TZVPD basis).

For the gap between HOMO and LUMO, the calculation gives 8.98 eV. Its energy above the lowest of the compared OMol25 structures with the same formula, charge and spin is 103.82 kcal/mol. Its HOMO energy is -7.97 eV. The electronic energy is -272.55256 a.u. As for the SMILES: C#C[C@@H]1[C@H](C)[C@@H]1C.

CARTESIAN COORDINATES (ANGSTROEM)
C -1.854 -0.970 1.855
C -1.555 -0.218 0.956
C -1.246 0.662 -0.133
C -0.013 0.146 -1.202
C 0.571 -1.223 -1.085
C 0.146 1.233 -0.220
C 1.152 0.972 0.884
H -2.152 -1.634 2.636
H -1.575 0.255 -1.130
H -0.139 0.524 -2.226
H 0.246 -1.868 -1.910
H 1.660 -1.147 -1.112
H 0.266 -1.697 -0.148
H 0.224 2.235 -0.634
H 2.160 1.005 0.450
H 1.096 1.731 1.666
H 1.015 -0.007 1.353

List of Löwdin charges in e, atom by atom: atom 1 (C): 0.110, atom 2 (C): -0.173, atom 3 (C): -0.151, atom 4 (C): -0.244, atom 5 (C): -0.065, atom 6 (C): -0.319, atom 7 (C): -0.058, atom 8 (H): 0.021, atom 9 (H): 0.130, atom 10 (H): 0.140, atom 11 (H): 0.083, atom 12 (H): 0.083, atom 13 (H): 0.074, atom 14 (H): 0.129, atom 15 (H): 0.085, atom 16 (H): 0.081, atom 17 (H): 0.074

Entry 6:
Entry from OMol25: a cluster of 6 separate species, C5H21NO5 in total (the ωB97M-V functional and the def2-TZVPD basis).

For the gap between HOMO and LUMO (alpha / beta), the calculation gives 8.83 / 4.69 eV. Its charge is +1. Its energy above the lowest of the compared OMol25 structures with the same formula, charge and spin is 69.90 kcal/mol. Its HOMO energy (alpha / beta) is -13.75 / -13.75 eV. The electronic energy is -633.64889 a.u. Its spin multiplicity is 2.

CARTESIAN COORDINATES (ANGSTROEM)
C 0.137 0.420 2.734
C 0.677 0.141 1.325
C -0.350 -0.536 0.439
C -1.545 0.393 0.131
C -1.560 2.192 -1.466
N -1.319 0.997 -1.194
H -0.530 -0.423 2.989
H 0.764 0.325 3.619
H -0.437 1.340 2.735
H 1.090 1.040 0.871
H 1.581 -0.472 1.384
H 0.196 -0.820 -0.457
H -0.784 -1.382 0.966
H -1.833 1.139 0.884
H -2.512 -0.118 0.025
H -1.417 2.563 -2.482
H -1.894 2.854 -0.671
H 0.552 -0.539 -3.588
H -0.713 0.054 -2.924
O -0.403 -0.449 -3.681
H -2.124 -2.960 0.631
H -2.175 -3.983 1.852
O -2.592 -3.689 1.040
H 3.667 2.032 -1.594
H 2.739 2.977 -0.916
O 2.870 2.542 -1.768
H -0.749 -4.335 -0.823
H -1.236 -3.601 -1.920
O -0.724 -3.411 -1.118
H 3.866 1.532 0.384
H 3.607 2.352 1.631
O 3.153 1.825 0.961

List of Löwdin charges in e, atom by atom: atom 1 (C): -0.084, atom 2 (C): -0.266, atom 3 (C): -0.180, atom 4 (C): -0.107, atom 5 (C): 0.162, atom 6 (N): 0.186, atom 7 (H): 0.080, atom 8 (H): 0.080, atom 9 (H): 0.066, atom 10 (H): 0.076, atom 11 (H): 0.117, atom 12 (H): 0.111, atom 13 (H): 0.093, atom 14 (H): 0.151, atom 15 (H): 0.146, atom 16 (H): 0.142, atom 17 (H): 0.149, atom 18 (H): 0.058, atom 19 (H): -0.024, atom 20 (O): -0.015, atom 21 (H): -0.020, atom 22 (H): 0.044, atom 23 (O): -0.053, atom 24 (H): 0.022, atom 25 (H): 0.016, atom 26 (O): -0.064, atom 27 (H): 0.056, atom 28 (H): 0.059, atom 29 (O): -0.068, atom 30 (H): 0.048, atom 31 (H): 0.071, atom 32 (O): -0.050